{
  "formula": "C3H3IO2",
  "method": "ωB97M-V/def2-TZVPD",
  "lumo_ev": [-1.5, -1.5],
  "e_homo_ev": [-9.424, -9.425],
  "relative_energy_kcal_mol": 157.4,
  "symbols": ["C", "C", "C", "O", "O", "I", "H", "H", "H"],
  "xyz": [[-0.812, -2.891, -0.495], [-0.661, -1.739, -0.165], [-0.454, -0.439, 0.254], [-0.240, 1.698, -0.372], [-0.314, 0.432, -0.681], [2.894, 3.556, 0.665], [-0.968, -3.864, -0.783], [-0.913, -0.154, 1.241], [1.469, 3.401, 0.335]],
  "atomic_forces_ev_per_a": [[0.269, 2.330, 0.714], [0.301, -2.292, -0.717], [-2.179, 1.751, 0.249], [-0.219, 0.922, 0.314], [0.741, -1.358, 0.760], [3.689, 0.411, 0.868], [-0.232, -1.556, -0.457], [1.337, 0.259, -0.846], [-3.707, -0.467, -0.884]],
  "mulliken_charge": [0.448, -0.480, -0.292, -0.539, 0.128, -0.078, 0.453, 0.289, 0.071]
}


{
  "formula": "C28H52BF5O11S",
  "method": "ωB97M-V/def2-TZVPD",
  "smiles": "O=S1(=O)O[C@@](CCCO)(CCCC(F)(F)C(F)(F)F)CC[C@@H]1CB(O)O.CC(C)=O.CC(C)=O.CC(C)=O.CC(C)=O.CC(C)=O",
  "lumo_ev": 0.5,
  "e_homo_ev": -9.336,
  "symbols": ["O", "S", "O", "O", "C", "C", "C", "C", "O", "C", "C", "C", "C", "F", "F", "C", "F", "F", "F", "C", "C", "C", "C", "B", "O", "O", "H", "H", "H", "H", "H", "H", "H", "H", "H", "H", "H", "H", "H", "H", "H", "H", "H", "H", "H", "H", "H", "H", "C", "C", "O", "C", "H", "H", "H", "H", "H", "H", "C", "C", "O", "C", "H", "H", "H", "H", "H", "H", "C", "C", "O", "C", "H", "H", "H", "H", "H", "H", "C", "C", "O", "C", "H", "H", "H", "H", "H", "H", "C", "C", "O", "C", "H", "H", "H", "H", "H", "H"],
  "xyz": [[-0.345, 2.220, 1.652], [-1.099, 1.262, 0.934], [-1.490, 0.179, 1.787], [-0.176, 0.845, -0.303], [-0.819, 0.440, -1.531], [0.227, 0.695, -2.643], [0.960, 2.051, -2.517], [2.361, 1.803, -1.999], [2.896, 3.015, -1.481], [-1.101, -1.078, -1.631], [-2.182, -1.621, -0.677], [-1.746, -2.615, 0.425], [-0.270, -2.790, 0.664], [0.423, -1.669, 0.770], [0.232, -3.556, -0.334], [0.001, -3.603, 1.961], [-0.780, -4.656, 1.991], [-0.139, -2.904, 3.022], [1.233, -4.072, 1.897], [-2.095, 1.217, -1.903], [-2.341, 2.511, -1.113], [-2.605, 2.110, 0.356], [-2.975, 3.271, 1.262], [-3.658, 2.624, 2.547], [-4.915, 2.035, 2.468], [-2.995, 2.596, 3.736], [-0.208, 0.531, -3.615], [0.962, -0.099, -2.527], [0.414, 2.733, -1.878], [1.080, 2.447, -3.521], [3.023, 1.460, -2.799], [2.351, 1.015, -1.241], [3.852, 2.914, -1.408], [-1.473, -1.190, -2.646], [-0.155, -1.605, -1.612], [-2.717, -0.801, -0.215], [-2.935, -2.121, -1.277], [-2.177, -3.584, 0.211], [-2.205, -2.309, 1.362], [-2.022, 1.495, -2.949], [-2.999, 0.614, -1.834], [-3.213, 3.018, -1.506], [-1.459, 3.148, -1.097], [-3.378, 1.345, 0.320], [-2.145, 3.901, 1.550], [-3.766, 3.811, 0.745], [-4.866, 1.071, 2.534], [-3.193, 1.793, 4.236], [6.118, -4.821, 1.817], [5.567, -3.415, 1.838], [6.293, -2.453, 1.719], [4.077, -3.267, 2.011], [7.198, -4.785, 1.686], [5.893, -5.324, 2.759], [5.682, -5.381, 0.989], [3.765, -3.704, 2.960], [3.557, -3.761, 1.190], [3.815, -2.211, 2.007], [2.645, -1.563, -5.887], [1.549, -2.250, -5.110], [0.755, -1.621, -4.448], [1.486, -3.755, -5.195], [2.574, -0.487, -5.737], [3.621, -1.905, -5.537], [2.541, -1.779, -6.951], [2.413, -4.189, -4.817], [1.333, -4.064, -6.230], [0.656, -4.117, -4.592], [-7.466, 2.020, -0.662], [-7.368, 0.865, 0.303], [-6.351, 0.221, 0.415], [-8.595, 0.551, 1.123], [-6.518, 2.136, -1.183], [-8.251, 1.830, -1.396], [-7.685, 2.941, -0.120], [-9.429, 0.297, 0.466], [-8.862, 1.411, 1.739], [-8.388, -0.297, 1.773], [-5.130, 5.775, 4.902], [-4.270, 6.628, 4.001], [-4.057, 6.317, 2.852], [-3.685, 7.885, 4.599], [-5.483, 4.907, 4.348], [-4.549, 5.434, 5.759], [-5.992, 6.349, 5.247], [-3.043, 7.633, 5.444], [-4.486, 8.548, 4.931], [-3.091, 8.400, 3.847], [11.227, -4.101, -0.767], [9.765, -3.720, -0.708], [8.966, -4.171, -1.497], [9.350, -2.755, 0.375], [11.387, -4.797, -1.588], [11.838, -3.212, -0.933], [11.525, -4.581, 0.166], [9.882, -1.810, 0.257], [9.568, -3.180, 1.356], [8.282, -2.568, 0.306]],
  "atomic_forces_ev_per_a": [[1.198, 1.280, -0.202], [-0.076, 0.767, 2.096], [-0.619, -1.300, -0.791], [-1.444, 0.138, 0.325], [0.001, -0.968, -2.106], [0.656, 0.353, 1.286], [0.134, -1.050, -0.729], [0.346, 0.266, 0.369], [0.134, 0.073, 0.020], [-0.426, 0.638, 0.369], [0.415, -0.341, -0.104], [-0.611, 0.788, 0.077], [-1.333, -1.174, 0.746], [0.674, 0.813, -0.235], [0.638, -0.095, -0.675], [0.398, -0.131, -2.605], [-1.305, -1.178, 0.326], [-0.415, 1.320, 2.090], [1.439, -0.259, 0.292], [-0.222, 1.115, 0.149], [0.368, -1.064, 0.888], [0.623, -0.215, -1.797], [-0.898, -0.568, 1.114], [0.142, 0.302, 0.211], [0.127, -0.515, -0.518], [0.595, -0.399, 0.010], [-0.306, 0.040, -0.177], [0.201, -0.033, -0.162], [0.145, 0.273, 0.053], [-0.285, 0.536, -0.024], [-0.203, -0.221, -0.237], [-0.045, 0.076, 0.243], [-0.186, 0.058, 0.081], [0.070, -0.078, -0.215], [-0.016, -0.184, 0.182], [0.007, 0.176, 0.208], [-0.093, -0.151, -0.077], [0.257, -0.352, -0.072], [0.082, 0.167, 0.188], [0.119, -0.113, -0.226], [-0.013, -0.225, 0.211], [-0.025, 0.322, -0.050], [-0.109, 0.341, -0.366], [-0.177, -0.102, 0.260], [0.176, 0.149, -0.315], [0.130, 0.327, -0.185], [-0.353, 0.207, 0.048], [-0.185, 0.442, 0.208], [0.233, 0.144, -0.026], [0.002, 0.084, 0.008], [-0.038, -0.037, 0.021], [0.216, 0.301, -0.038], [-0.016, 0.010, -0.015], [-0.129, -0.084, -0.078], [-0.091, -0.079, 0.105], [-0.079, -0.151, -0.100], [-0.034, -0.137, 0.107], [0.004, -0.011, -0.002], [-0.127, 0.222, 0.122], [-0.041, -0.004, 0.040], [0.041, -0.144, -0.182], [-0.211, 0.048, 0.178], [-0.013, -0.016, 0.009], [0.013, -0.099, -0.140], [0.132, -0.112, 0.012], [0.049, -0.029, -0.162], [0.170, -0.041, -0.010], [0.010, 0.024, 0.003], [0.240, -0.083, -0.047], [0.063, 0.030, 0.014], [0.070, -0.084, -0.008], [0.173, -0.182, 0.099], [-0.001, -0.012, 0.022], [-0.099, 0.110, 0.082], [-0.143, -0.013, -0.042], [-0.065, 0.154, 0.028], [-0.114, 0.038, -0.109], [0.014, 0.008, -0.015], [-0.021, -0.139, -0.223], [0.018, -0.068, -0.045], [-0.019, -0.022, -0.029], [0.096, 0.023, -0.248], [0.028, 0.006, -0.003], [-0.071, 0.103, 0.087], [0.079, 0.023, 0.151], [-0.121, 0.047, 0.103], [0.031, -0.049, 0.163], [-0.009, -0.025, -0.005], [-0.100, -0.165, -0.229], [-0.048, 0.026, -0.005], [0.039, -0.016, 0.021], [-0.223, -0.075, -0.251], [-0.019, 0.010, 0.007], [0.044, -0.001, 0.170], [0.080, 0.150, 0.049], [0.125, -0.055, 0.142], [0.126, 0.126, 0.025], [0.007, -0.002, 0.061]],
  "mulliken_charge": [-0.795, 1.434, -0.682, -0.188, 1.901, -1.831, -0.685, -0.478, -0.543, -1.529, 0.047, -1.961, 1.366, -0.192, -0.361, 0.307, -0.300, -0.230, -0.248, -1.138, -0.935, 0.382, -0.915, 0.630, -0.605, -0.590, 0.638, 0.510, 0.012, 0.545, 0.357, 0.227, 0.330, 0.687, 0.751, -0.584, 0.695, 0.533, 0.573, 0.395, 0.562, 0.691, 0.090, 0.051, 0.137, 0.355, 0.269, 0.272, -1.042, 0.760, -0.554, -0.963, 0.204, 0.351, 0.315, 0.343, 0.273, 0.315, -1.141, 0.800, -0.452, -1.181, 0.256, 0.346, 0.367, 0.348, 0.360, 0.280, -1.098, 0.972, -0.514, -1.247, 0.170, 0.415, 0.321, 0.378, 0.329, 0.303, -0.977, 0.883, -0.531, -1.174, 0.130, 0.311, 0.394, 0.336, 0.341, 0.303, -1.085, 0.852, -0.559, -0.997, 0.307, 0.308, 0.307, 0.422, 0.306, 0.148]
}